Record 1
Molecular formula: C8H13N4O3
Method: DFT, ωB97M-V with the def2-TZVPD basis set

Total charge: -1
Total energy (hartree): -757.29405
SMILES: NC(=O)[C@]1(N=[N+]([O-])[O-])CC2CCN1CC2

Bonds (Å) are listed after each position.
Geometry (Å):
1 N -1.917 1.665 -1.399  C2 1.387, H16 0.972, H17 1.005
2 C -1.491 1.465 -0.094  N1 1.387, O3 1.224, C4 1.584
3 O -1.368 2.360 0.732  C2 1.224
4 C -0.736 0.074 -0.061  C2 1.584, N5 1.361, C9 1.618, N13 1.492
5 N -1.577 -0.979 -0.256  C4 1.361, N6 1.253
6 N -2.720 -0.822 0.233  N5 1.253, O7 1.266, O8 1.222
7 O -3.064 0.271 0.772  N6 1.266
8 O -3.486 -1.753 0.034  N6 1.222
9 C -0.035 -0.230 1.364  C4 1.618, C10 1.462, H18 1.105, H19 1.030
10 C 1.380 -0.514 1.133  C9 1.462, C11 1.514, C15 1.477, H20 1.109
11 C 1.470 -1.681 0.173  C10 1.514, C12 1.515, H21 1.136, H22 1.106
12 C 0.978 -1.216 -1.182  C11 1.515, N13 1.437, H23 1.111, H24 1.203
13 N 0.340 0.069 -1.096  C4 1.492, C12 1.437, C14 1.433
14 C 1.280 1.068 -0.683  N13 1.433, C15 1.537, H25 1.177, H26 1.052
15 C 1.994 0.734 0.636  C10 1.477, C14 1.537, H27 1.175, H28 1.150
16 H -2.210 0.831 -1.802  N1 0.972
17 H -2.560 2.435 -1.335  N1 1.005
18 H -0.611 -1.054 1.821  C9 1.105
19 H -0.087 0.603 1.968  C9 1.030
20 H 1.939 -0.816 2.042  C10 1.109
21 H 0.684 -2.430 0.507  C11 1.136
22 H 2.432 -2.227 0.166  C11 1.106
23 H 1.735 -1.111 -1.989  C12 1.111
24 H 0.218 -2.055 -1.590  C12 1.203
25 H 0.539 1.969 -0.523  C14 1.177
26 H 1.917 1.142 -1.516  C14 1.052
27 H 3.154 0.723 0.449  C15 1.175
28 H 1.801 1.477 1.492  C15 1.150

Atom charges from the Mulliken analysis, given in e for atoms 1 to 5: number 1, N, carries -0.36; number 2, C, carries 0.06; number 3, O, carries -0.68; number 4, C, carries 1.15; number 5, N, carries -0.68

***

Record 2
Molecular formula: C2H8S2
Method: DFT, ωB97M-V with the def2-TZVPD basis set

Total energy (hartree): -877.32379
SMILES: CS.CS

Bonds (Å) are listed after each position.
Geometry (Å):
1 C -1.522 1.454 -0.246  S2 1.845, H3 1.137, H4 1.082, H5 1.037
2 S -1.205 0.964 1.505  C1 1.845, H6 1.395
3 H -0.429 1.731 -0.393  C1 1.137
4 H -2.013 2.419 -0.248  C1 1.082
5 H -1.889 0.735 -0.897  C1 1.037
6 H 0.134 1.354 1.517  S2 1.395
7 C 0.787 -1.429 -0.516  S8 1.851, H9 1.076, H10 1.112, H11 1.132
8 S 2.082 -0.638 0.546  C7 1.851, H12 1.403
9 H -0.139 -1.655 -0.017  C7 1.076
10 H 1.138 -2.353 -1.027  C7 1.112
11 H 0.566 -0.758 -1.400  C7 1.132
12 H 2.490 -1.824 1.177  S8 1.403

Atom charges from the Mulliken analysis, given in e for atoms 1 to 5: number 1, C, carries -0.70; number 2, S, carries -0.20; number 3, H, carries 0.15; number 4, H, carries 0.33; number 5, H, carries 0.29

***

Record 3
Molecular formula: C5H3I
Method: DFT, ωB97M-V with the def2-TZVPD basis set

Total energy (hartree): -489.70164
2S+1: 3

Bonds (Å) are listed after each position.
Geometry (Å):
1 C -1.254 0.283 2.337  C2 1.783, C3 1.304, C4 1.549
2 C -2.292 -0.935 1.550  C1 1.783, C3 1.674, C4 1.281
3 C -0.986 0.007 1.091  C1 1.304, C2 1.674, C5 1.449
4 C -2.647 -0.331 2.622  C1 1.549, C2 1.281, I6 2.035
5 C 0.009 0.157 0.048  C3 1.449, H7 1.189, H8 1.017, H9 1.057
6 I -3.928 -0.355 4.203  C4 2.035
7 H 0.620 -0.811 -0.273  C5 1.189
8 H 0.666 0.819 0.454  C5 1.017
9 H -0.517 0.414 -0.833  C5 1.057

Atom charges from the Mulliken analysis, given in e for atoms 1 to 5: number 1, C, carries -0.56; number 2, C, carries -0.58; number 3, C, carries 0.80; number 4, C, carries 0.17; number 5, C, carries -0.95